12
Properties=species:S:1:pos:R:3 method="wB97M-V/def2-TZVPD" e_homo_ev=-8.23 smiles="[H]/N=C/NNC" relative_energy_kcal_mol=47.79 orbital_gap_ev=9.26 energy_ev=-6655.88336 charge=0
C 0.268 0.988 1.758
C -0.194 -0.914 -1.056
H 0.251 0.058 2.324
H -0.731 1.155 2.025
H 0.860 1.818 2.077
H -0.026 1.184 -0.284
H 1.342 -1.096 0.308
H 0.027 -1.937 -1.410
H -1.461 -0.518 -2.373
N 0.541 0.667 0.397
N 0.396 -0.711 0.164
N -1.037 -0.114 -1.544

***

49
Properties=species:S:1:pos:R:3 method="wB97M-V/def2-TZVPD" e_homo_ev=-7.48 smiles="NC(=O)c1cnc(-c2cnc(Nc3ccc(N4CCOCC4)cc3)c3nccn23)s1" relative_energy_kcal_mol=1.29 orbital_gap_ev=6.94 energy_ev=-46408.84664 charge=0
O 4.826 -0.432 8.902
N 4.382 -1.901 4.943
N 3.703 -2.117 -0.095
N 0.960 -0.425 1.754
O -4.282 4.299 -4.710
S 2.475 -0.393 5.875
C 3.791 -0.676 8.320
C 3.279 -1.260 4.593
C 2.896 -1.589 0.810
C 1.596 -0.887 0.699
C 4.697 -1.695 6.248
C 4.809 -2.507 0.614
C 1.517 -0.645 3.016
C 3.780 -0.919 6.914
C 4.640 -2.328 1.949
C 2.748 -1.237 3.209
C 0.446 0.584 -2.424
C -0.975 0.551 -0.457
C -0.461 1.387 -3.124
C -1.917 1.308 -1.179
C 0.196 0.131 -1.122
C -1.638 1.793 -2.486
N 2.660 -0.570 9.072
N 3.416 -1.735 2.079
N 1.167 -0.746 -0.585
N -2.512 2.622 -3.152
C -4.805 3.345 -3.778
C -2.969 4.749 -4.361
C -3.907 2.171 -3.438
C -2.026 3.576 -4.180
H 5.542 -2.169 6.766
H 5.691 -2.999 0.144
H 0.990 -0.227 3.881
H 5.373 -2.589 2.728
H 1.309 0.223 -2.958
H -1.212 0.285 0.536
H -0.270 1.612 -4.156
H -2.795 1.649 -0.660
H 2.815 -0.377 10.048
H 1.750 -0.582 8.614
H 1.868 -1.093 -1.253
H -5.020 3.891 -2.860
H -5.771 3.009 -4.201
H -3.018 5.308 -3.426
H -2.549 5.404 -5.155
H -4.323 1.620 -2.551
H -3.945 1.495 -4.333
H -1.961 3.099 -5.159
H -1.036 3.916 -3.981

***

66
Properties=species:S:1:pos:R:3 method="wB97M-V/def2-TZVPD" multiplicity=2 e_homo_ev="-8.38 / -8.98" relative_energy_kcal_mol=0.00 orbital_gap_ev="7.36 / 5.97" energy_ev=-117933.98296 s2=0.77 charge=0
Ir -0.351 0.491 0.072
Cl 4.197 -2.266 4.274
C 3.460 -1.541 2.900
C 2.089 -1.520 2.824
C 1.480 -0.917 1.716
N 0.141 -0.871 1.439
C -0.875 -1.267 2.278
O -0.778 -1.986 3.247
C -2.217 -0.683 1.871
C -3.350 -0.987 2.596
C -4.554 -0.405 2.227
C -4.586 0.460 1.147
C -3.411 0.727 0.466
N -2.260 0.164 0.822
C 2.294 -0.311 0.703
C 3.691 -0.393 0.778
C 4.263 -0.988 1.871
Cl 5.979 -1.030 1.992
N 1.585 0.249 -0.323
C 1.942 0.012 -1.652
O 3.050 -0.031 -2.112
C 0.718 -0.419 -2.418
C 0.781 -0.802 -3.740
C -0.375 -1.252 -4.355
C -1.550 -1.317 -3.621
C -1.538 -0.923 -2.297
N -0.422 -0.488 -1.709
H 1.490 -1.966 3.601
H -3.256 -1.659 3.437
H -5.456 -0.618 2.785
H -5.501 0.946 0.839
H -3.356 1.422 -0.363
H 4.301 0.052 0.008
H 1.730 -0.725 -4.251
H -0.362 -1.550 -5.394
H -2.473 -1.663 -4.062
H -2.428 -0.945 -1.685
O 0.756 2.295 -2.288
C -0.331 2.695 -1.894
O -1.056 2.093 -0.991
C -0.938 3.954 -2.438
C -0.220 4.686 -3.378
C -0.748 5.857 -3.895
C -1.996 6.301 -3.477
C -2.713 5.574 -2.537
C -2.184 4.403 -2.016
H 0.752 4.323 -3.684
H -0.185 6.429 -4.621
H -2.406 7.219 -3.879
H -3.680 5.927 -2.201
H -2.723 3.844 -1.264
F 2.735 1.772 3.209
C 1.529 2.227 3.548
F 0.853 1.235 4.118
F 1.668 3.217 4.417
S 0.659 2.831 1.994
O -0.305 1.714 1.766
O 1.669 2.973 1.000
N -0.022 4.164 2.347
S -1.271 4.307 3.334
O -1.578 3.094 4.034
O -1.194 5.550 4.023
C -2.649 4.535 2.131
F -2.812 3.434 1.382
F -2.425 5.564 1.324
F -3.781 4.751 2.802

***

109
Properties=species:S:1:pos:R:3 method="wB97M-V/def2-TZVPD" e_homo_ev=-6.80 relative_energy_kcal_mol=0.00 orbital_gap_ev=6.80 energy_ev=-100871.18477 charge=0
Bi -0.039 -0.397 -1.027
C 2.709 -0.119 -3.030
N 1.431 0.599 -2.924
C 1.697 1.968 -2.414
C 0.702 0.619 -4.155
C 1.315 0.862 -5.362
C 0.548 0.956 -6.517
C -0.800 0.768 -6.435
C -1.466 0.524 -5.246
C -0.726 0.422 -4.083
N -1.248 0.110 -2.857
C -2.592 0.342 -2.570
C -3.288 1.523 -2.890
C -4.633 1.672 -2.562
C -5.309 0.689 -1.865
C -4.621 -0.489 -1.516
C -3.317 -0.696 -1.892
N -2.633 -1.943 -1.703
C -3.323 -2.884 -0.842
C -2.427 -2.539 -3.034
H 3.493 0.414 -3.565
H 3.064 -0.278 -2.017
H 2.462 -1.049 -3.552
H 2.337 2.514 -3.140
H 0.710 2.498 -2.239
H 2.187 1.925 -1.446
H 2.406 1.019 -5.441
H 0.987 1.084 -7.475
H -1.356 0.698 -7.337
H -2.534 0.423 -5.293
H -2.729 2.285 -3.390
H -5.139 2.522 -2.868
H -6.320 0.826 -1.532
H -5.201 -1.256 -1.009
H -4.298 -3.176 -1.217
H -2.698 -3.783 -0.748
H -3.405 -2.379 0.120
H -3.340 -2.583 -3.605
H -1.671 -2.021 -3.638
H -2.042 -3.543 -2.864
C -0.193 -5.303 3.567
C -0.003 -4.319 2.386
C -1.244 -4.297 1.544
C 1.241 -4.616 1.554
N 0.253 -2.937 3.042
C 1.228 -2.852 4.007
C 1.455 -1.543 4.199
N 0.614 -0.851 3.419
B 0.749 0.672 3.496
N -0.486 1.510 3.155
C -1.527 1.464 4.024
C -2.583 2.092 3.469
N -2.135 2.590 2.278
C -0.848 2.197 2.071
S 0.166 2.495 0.747
C -3.134 3.298 1.406
C -3.738 4.431 2.270
C -4.196 2.303 1.061
C -2.549 3.988 0.180
N 2.053 1.158 2.735
C 2.634 2.268 3.239
C 3.848 2.401 2.682
N 4.007 1.363 1.810
C 2.896 0.598 1.813
S 2.576 -0.737 0.786
C 5.283 1.121 1.042
C 6.367 2.148 1.441
C 5.827 -0.256 1.365
C 4.994 1.409 -0.427
C -0.161 -1.712 2.694
S -1.360 -1.139 1.645
H -0.513 -6.252 3.120
H 0.766 -5.449 4.056
H -0.974 -4.872 4.181
H -1.302 -5.323 1.126
H -2.188 -4.093 2.096
H -1.118 -3.568 0.754
H 1.136 -5.664 1.246
H 1.332 -4.030 0.644
H 2.136 -4.516 2.150
H 1.755 -3.718 4.349
H 2.123 -1.068 4.899
H 0.972 0.936 4.670
H -1.485 0.927 4.951
H -3.594 2.150 3.829
H -4.356 4.090 3.092
H -2.920 5.031 2.646
H -4.368 5.042 1.638
H -4.758 1.978 1.918
H -4.916 2.770 0.390
H -3.838 1.379 0.608
H -1.707 4.626 0.431
H -2.106 3.306 -0.593
H -3.291 4.664 -0.250
H 2.158 2.826 4.017
H 4.533 3.224 2.785
H 6.604 2.040 2.496
H 7.234 1.917 0.809
H 6.045 3.146 1.174
H 6.128 -0.259 2.409
H 5.059 -1.011 1.219
H 6.653 -0.559 0.754
H 4.630 2.423 -0.509
H 5.883 1.300 -1.064
H 4.273 0.719 -0.826
F -0.076 -3.527 -1.602
C 0.659 -2.438 -2.029
F 0.577 -2.454 -3.370
F 1.931 -2.764 -1.733

***

26
Properties=species:S:1:pos:R:3 method="wB97M-V/def2-TZVPD" e_homo_ev=-3.57 relative_energy_kcal_mol=25.32 orbital_gap_ev=5.39 energy_ev=-21948.25971 charge=-1
Li -0.207 0.616 -0.417
C 2.039 0.032 -0.753
O 1.399 0.793 -1.664
O 3.102 -0.644 -1.138
O 1.619 0.116 0.438
O 0.547 -2.323 0.560
H 1.110 -3.078 0.780
H 1.186 -1.585 0.532
O -2.371 -2.302 0.320
H -1.832 -1.668 -0.099
H -2.929 -1.708 0.848
O 1.144 -0.515 2.934
H 1.254 -0.294 1.989
H 0.422 -1.156 3.045
O -1.077 0.557 1.421
H -1.866 0.919 1.778
H -0.523 0.912 2.095
O 1.697 3.293 -1.270
H 1.558 2.350 -1.308
H 2.312 3.489 -0.590
O -0.844 -0.941 -1.653
H -1.638 -1.061 -2.138
H -0.151 -1.212 -2.257
O -1.727 1.912 -0.918
H -2.432 1.314 -0.710
H -1.779 2.184 -1.817

***

53
Properties=species:S:1:pos:R:3 method="wB97M-V/def2-TZVPD" multiplicity=2 e_homo_ev="-6.75 / -5.77" relative_energy_kcal_mol=86.04 orbital_gap_ev="6.61 / 4.65" energy_ev=-32063.24623 s2=0.95 charge=0
Tc 0.410 0.228 -0.700
C 1.899 -0.558 -2.118
C 2.043 -1.316 -0.911
C 0.838 -2.023 -0.690
C -0.009 -1.801 -1.802
C 0.617 -0.859 -2.674
C 0.138 -0.380 -4.012
C -1.233 -2.633 -2.030
C 0.529 -2.930 0.458
C 3.241 -1.410 -0.021
C 2.910 0.353 -2.741
H 0.155 0.708 -4.072
H -0.873 -0.713 -4.230
H 0.780 -0.766 -4.808
H -1.988 -2.485 -1.261
H -0.934 -3.685 -2.001
H -1.687 -2.450 -3.001
H -0.500 -2.798 0.790
H 1.185 -2.724 1.303
H 0.659 -3.981 0.179
H 3.047 -0.966 0.952
H 4.098 -0.899 -0.455
H 3.506 -2.461 0.120
H 2.500 1.353 -2.886
H 3.231 -0.024 -3.716
H 3.788 0.453 -2.107
C -3.897 -0.063 -1.871
C -4.573 0.188 -0.684
C -3.832 0.505 0.432
C -2.432 0.550 0.384
C -1.707 0.232 -0.784
C -2.515 -0.035 -1.904
C -1.651 0.958 1.540
C -2.267 1.325 2.769
C -1.524 1.814 3.786
C -0.136 1.999 3.594
C 0.678 2.582 4.592
C 2.008 2.794 4.374
C 2.567 2.425 3.130
C 1.782 1.850 2.181
C 0.418 1.597 2.357
N -0.340 1.028 1.354
H -4.451 -0.272 -2.780
H -5.654 0.166 -0.640
H -4.362 0.737 1.345
H -2.047 -0.184 -2.861
H -3.334 1.222 2.879
H -1.975 2.101 4.729
H 0.214 2.868 5.528
H 2.628 3.251 5.134
H 3.619 2.608 2.942
H 2.407 1.491 0.892
O 2.027 1.027 0.015

***

61
Properties=species:S:1:pos:R:3 method="wB97M-V/def2-TZVPD" e_homo_ev=-5.08 relative_energy_kcal_mol=0.00 orbital_gap_ev=6.13 energy_ev=-120472.92610 charge=-1
C 1.559 -3.947 1.195
C 1.263 -2.712 0.344
C 1.660 -1.337 0.890
Br 1.894 -1.426 2.877
C 0.672 -0.199 0.459
C 1.013 1.101 1.212
O -0.004 2.083 1.040
C -0.015 3.010 2.088
C 0.993 0.084 -1.087
O 0.547 1.145 -1.539
O 1.712 -0.776 -1.666
N -0.718 -0.606 0.656
C -1.626 -0.664 -0.463
C -2.259 0.677 -0.935
C -3.653 0.887 -0.410
C -3.912 1.860 0.554
C -5.186 2.035 1.080
C -6.236 1.238 0.641
C -6.000 0.282 -0.337
C -4.725 0.111 -0.855
C -1.323 -0.396 1.936
P -2.277 -1.804 2.559
O -1.693 -3.139 2.386
O -2.501 -1.429 4.110
O -3.775 -1.670 1.981
H 0.881 -4.032 2.042
H 2.599 -3.987 1.518
H 1.393 -4.825 0.564
H 0.207 -2.727 0.082
H 1.820 -2.817 -0.584
H 2.650 -1.081 0.524
H 1.970 1.484 0.841
H 1.108 0.916 2.282
H -0.628 3.859 1.784
H -0.442 2.578 3.006
H 0.991 3.374 2.327
H -2.468 -1.300 -0.164
H -1.165 -1.187 -1.300
H -2.310 0.627 -2.026
H -1.600 1.499 -0.680
H -3.082 2.467 0.898
H -5.342 2.792 1.839
H -7.223 1.371 1.064
H -6.823 -0.325 -0.693
H -4.564 -0.642 -1.619
H -2.020 0.461 1.942
H -0.597 -0.208 2.723
H -3.201 -0.777 4.229
H -3.961 -2.465 1.466
C 4.571 0.740 -4.445
C 4.175 0.423 -3.213
C 5.115 0.539 -2.063
O 4.797 0.264 -0.929
C 6.498 1.018 -2.354
C 6.880 1.328 -3.588
C 5.942 1.213 -4.733
O 6.301 1.501 -5.858
H 3.908 0.667 -5.298
H 3.168 0.072 -2.978
H 7.162 1.094 -1.501
H 7.879 1.677 -3.821

***

10
Properties=species:S:1:pos:R:3 method="wB97M-V/def2-TZVPD" e_homo_ev=-8.18 smiles="N/N=N/NN" relative_energy_kcal_mol=20.78 orbital_gap_ev=9.52 energy_ev=-7527.69419 charge=0
N -1.193 0.451 0.099
N -0.109 -0.116 -0.185
N -2.317 -0.254 0.054
N 2.231 -0.164 0.162
N 1.111 0.648 -0.194
H -2.226 -1.168 -0.331
H -3.178 0.387 -0.116
H 2.797 -0.476 -0.532
H 1.757 -0.909 0.798
H 1.128 1.601 0.245

***

63
Properties=species:S:1:pos:R:3 method="wB97M-V/def2-TZVPD" e_homo_ev=-7.53 smiles="CCOC(=O)[C@H](/N=C/c1ccc(Cl)cc1)[C@H](c1ccc(C)cc1)c1c(C)n(C)c2ccccc12" orbital_gap_ev=7.76 energy_ev=-50140.57275 charge=0
C -4.125 3.318 -1.357
C -2.638 3.403 -1.554
O -2.072 2.280 -0.840
C -0.729 2.280 -0.893
C -0.041 1.229 0.004
N 1.352 1.358 -0.351
C 2.551 1.191 0.004
C 3.667 2.130 -0.347
C 5.007 1.721 -0.206
C 6.058 2.596 -0.487
C 5.763 3.896 -0.926
Cl 7.049 4.981 -1.222
C 4.435 4.310 -1.100
C 3.389 3.415 -0.833
O -0.139 3.056 -1.621
H -4.626 4.105 -1.925
H -4.508 2.349 -1.698
H -4.389 3.446 -0.301
H -2.348 3.302 -2.601
H -2.225 4.332 -1.147
H -0.228 1.577 1.047
H 2.949 0.284 0.520
H 5.211 0.701 0.127
H 7.090 2.278 -0.365
H 4.238 5.319 -1.440
H 2.351 3.700 -1.004
C 1.798 -1.124 -2.137
C 1.300 -1.718 -0.874
N 1.891 -2.843 -0.362
C 2.979 -3.560 -0.990
C 1.283 -3.201 0.837
C 0.280 -2.229 1.115
C -0.558 -2.421 2.222
C -0.426 -3.602 2.961
C 0.539 -4.573 2.630
C 1.402 -4.386 1.544
C 0.298 -1.285 0.009
C -0.624 -0.112 -0.240
C -2.018 -0.361 0.368
C -2.615 -1.601 0.126
C -3.885 -1.886 0.614
C -4.639 -0.875 1.217
C -6.023 -1.173 1.695
C -4.068 0.385 1.396
C -2.730 0.614 1.070
H 1.064 -0.423 -2.545
H 2.721 -0.559 -1.939
H 2.023 -1.876 -2.904
H 3.152 -4.475 -0.421
H 2.725 -3.818 -2.026
H 3.906 -2.969 -0.999
H -1.305 -1.663 2.477
H -1.098 -3.782 3.801
H 0.622 -5.478 3.230
H 2.140 -5.116 1.229
H -0.775 -0.167 -1.335
H -2.058 -2.359 -0.434
H -4.272 -2.900 0.516
H -6.544 -0.241 1.924
H -6.584 -1.724 0.933
H -6.022 -1.795 2.599
H -4.663 1.189 1.830
H -2.259 1.546 1.376

***

25
Properties=species:S:1:pos:R:3 method="wB97M-V/def2-TZVPD" e_homo_ev=-7.47 orbital_gap_ev=7.35 energy_ev=-30499.62432 charge=0
C -1.399 0.278 0.864
C -1.280 1.655 1.128
C -0.281 -0.400 0.493
C 0.960 0.164 0.659
C -0.013 2.335 1.072
C 1.076 1.497 0.871
C -0.445 -1.923 0.143
C 0.107 -2.360 -1.243
C 1.569 -2.656 -1.379
C 0.121 3.746 1.294
C -0.329 -1.420 -2.414
F 2.356 2.022 0.910
I 2.569 -0.785 -0.426
I 2.143 -4.329 -0.192
H -2.311 -0.420 0.920
H -2.261 2.190 1.224
H 0.088 -2.528 0.997
H -1.446 -2.275 0.146
H -0.384 -3.403 -1.375
H 0.810 4.201 0.551
H -0.852 4.184 1.293
H 0.412 3.870 2.277
H -0.505 -2.070 -3.193
H 0.484 -0.735 -2.524
H -1.191 -0.840 -2.095